a.
# C5H9O3

An isolated ion of composition C5H9O3 and charge -1 (ωB97M-V with the def2-TZVPD basis set, OMol25).

Values from the calculation:
Structure (SMILES) ... [O-]/C(O)=C/CCCO
Charge ... -1
LUMO ... 4.02 eV

Element x y z (Å)
O1 1.46 0.68 2.19
C1 0.55 0.03 1.65
O2 -0.68 0.10 2.40
C2 0.35 -0.50 0.39
C3 -1.01 -0.92 -0.14
C4 -1.14 -0.56 -1.71
C5 0.15 -0.10 -2.41
O3 0.56 1.16 -1.94
H1 -0.35 0.77 3.13
H2 1.21 -0.77 -0.17
H3 -1.74 -0.26 0.45
H4 -1.28 -1.95 0.07
H5 -1.94 0.25 -1.86
H6 -1.61 -1.40 -2.21
H7 1.08 -0.75 -2.11
H8 0.16 -0.04 -3.49
H9 0.28 1.36 -1.03

Now the Löwdin charges, all in e: -0.1061 -0.6343 -0.0944 -0.1662 -0.2072 -0.1821 -0.3213 -0.1190 0.1270 0.0548 0.1060 0.0673 0.1128 0.0707 0.1199 0.0910 0.0812

---

b.
# C5H9O3

A 2-piece molecular cluster, C5H9O3 overall (ωB97M-V with the def2-TZVPD basis set, OMol25).

Values from the calculation:
Charge ... -1
LUMO ... 3.86 eV

Element x y z (Å)
O1 -0.01 0.73 0.87
C1 0.00 1.86 0.26
O2 0.59 2.15 -0.81
C2 -0.81 2.99 0.93
H1 -0.80 3.96 0.40
H2 -1.92 2.70 1.00
H3 -0.39 3.18 1.90
C3 0.39 -2.11 1.05
C4 0.46 -2.26 -0.44
C5 0.37 -1.24 -1.39
O3 0.09 -1.56 -2.72
H4 1.12 -2.87 1.44
H5 0.67 -1.05 1.29
H6 -0.55 -2.35 1.46
H7 0.39 -3.26 -0.91
H8 0.47 -0.16 -1.12
H9 -0.07 -0.72 -3.20

Now the Löwdin charges, all in e: -0.1257 -0.7450 -0.0917 -0.0654 0.0532 0.0788 0.0368 -0.1522 -0.1744 -0.1732 -0.0658 0.0640 0.0552 0.0401 0.0848 0.0893 0.0912

---

c.
# C5H9O3

C5H9O3 as an isolated structure (ωB97M-V with the def2-TZVPD basis set, OMol25).

Values from the calculation:
Charge ... -1
LUMO ... 3.38 eV

Element x y z (Å)
O1 -0.86 2.22 -1.97
C1 0.09 1.47 -1.74
O2 0.87 0.56 -2.50
C2 0.39 1.19 -0.27
C3 -0.56 0.00 0.09
C4 -0.03 -1.34 -0.20
C5 0.11 -2.28 0.75
O3 0.19 0.36 2.80
H1 0.24 2.08 0.39
H2 1.45 0.97 -0.29
H3 -0.65 0.11 1.21
H4 -1.55 0.19 -0.40
H5 0.12 -1.63 -1.25
H6 -0.24 0.42 -2.37
H7 0.48 -3.23 0.41
H8 -0.15 -1.97 1.76
H9 0.09 0.89 3.59

Now the Löwdin charges, all in e: 0.0738 -0.5673 0.0253 -0.1138 -0.2314 -0.2089 0.0115 -0.5390 0.1247 0.1068 0.0545 0.1247 0.0781 0.1692 0.0295 0.0448 -0.1825

---

Stability summary - winner: b; margin: 0.0324 hartree.

---

a.
# C5H10N4

One molecule with the formula C5H10N4 (ωB97M-V with the def2-TZVPD basis set, OMol25).

Values from the calculation:
Charge ... 0
LUMO (spin up / spin down) ... -0.01 / -0.01 eV

Element x y z (Å)
C1 1.55 -1.13 -0.13
C2 -0.71 0.46 2.35
N1 0.15 -1.02 -0.53
C3 -0.53 0.90 0.99
C4 -0.44 1.47 -0.13
N2 -0.41 -2.28 -0.85
N3 -0.32 2.66 -0.77
C5 -0.14 0.11 -1.38
N4 -0.31 0.35 -2.53
H1 0.16 -2.93 -1.38
H2 -1.17 -2.17 -1.52
H3 -0.37 2.55 -1.78
H4 -0.88 3.43 -0.43
H5 1.63 -1.81 0.72
H6 2.19 -1.48 -0.94
H7 1.90 -0.14 0.15
H8 -1.06 1.29 2.97
H9 0.23 0.10 2.79
H10 -1.45 -0.34 2.42

Now the Löwdin charges, all in e: -0.0763 -0.0824 -0.2644 0.0044 -0.2663 0.0418 0.0810 -0.4109 0.1490 0.0742 0.0844 0.0665 0.0942 0.0837 0.0827 0.0856 0.0910 0.0776 0.0842

---

b.
# C5H10N4

C5H10N4 as an isolated structure (ωB97M-V with the def2-TZVPD basis set, OMol25).

Values from the calculation:
Charge ... 0
LUMO ... 0.17 eV

Element x y z (Å)
C1 -1.36 0.85 0.95
C2 -0.89 -0.69 -0.99
C3 1.19 0.34 -0.97
C4 2.34 0.08 0.07
C5 3.03 -1.09 0.43
H1 -2.12 0.41 1.73
H2 -0.53 0.58 1.64
H3 -1.30 2.15 0.94
H4 -3.62 -0.23 -0.72
H5 -2.54 -1.78 -0.15
H6 -1.49 -1.50 -1.54
H7 1.52 2.41 -0.90
H8 2.60 1.02 0.64
H9 2.88 -2.13 0.01
H10 3.70 -0.96 1.62
N1 -1.72 0.17 -0.38
N2 -2.98 -0.63 -0.01
N3 0.39 -0.64 -1.23
N4 0.88 1.62 -1.13

Now the Löwdin charges, all in e: -0.1093 -0.2312 -0.4912 -0.1497 -0.0383 0.0853 0.0527 0.1466 0.0707 0.1833 0.1361 0.0483 0.0830 0.0458 0.1443 -0.1645 -0.0120 0.0999 0.1003

---

c.
# C5H10N4

One molecule with the formula C5H10N4 (ωB97M-V with the def2-TZVPD basis set, OMol25).

Values from the calculation:
Structure (SMILES) ... [H]/N=C(N)/C(=N\[H])C(/C)=C\N
Charge ... 0
LUMO ... 0.51 eV

Element x y z (Å)
H1 -2.23 2.17 1.07
N1 -2.00 1.27 0.66
C1 -0.84 1.21 0.15
N2 0.09 2.21 0.09
C2 -0.48 -0.02 -0.92
N3 -0.82 0.12 -2.13
H2 -1.68 0.64 -2.28
C3 0.41 -0.93 -0.34
C4 1.19 -1.90 -1.18
C5 0.73 -0.66 1.00
N4 -0.13 -0.69 2.04
H3 0.90 2.07 -0.49
H4 -0.16 3.12 0.45
H5 2.08 -1.42 -1.59
H6 0.59 -2.22 -2.03
H7 1.50 -2.77 -0.61
H8 1.77 -0.79 1.31
H9 0.21 -0.73 2.99
H10 -1.12 -0.67 1.81

Now the Löwdin charges, all in e: 0.0386 0.0886 -0.4754 0.1238 -0.3494 0.1186 0.0489 -0.2835 -0.0607 -0.1223 0.1228 0.0984 0.0963 0.0779 0.0754 0.0696 0.1261 0.1081 0.0983

---

d.
# C5H10N4

One molecule with the formula C5H10N4 (ωB97M-V with the def2-TZVPD basis set, OMol25).

Values from the calculation:
Structure (SMILES) ... CC1(C)N=NC=C1NN
Charge ... 0
LUMO ... 0.54 eV

Element x y z (Å)
C1 1.46 -0.73 -1.21
C2 0.81 -0.02 -0.02
C3 1.19 -0.76 1.25
N1 1.51 1.25 0.03
N2 0.69 2.24 -0.01
C4 -0.59 1.81 -0.06
C5 -0.60 0.44 -0.08
N3 -1.57 -0.50 -0.30
N4 -2.88 -0.10 0.04
H1 1.03 -1.71 -1.41
H2 2.58 -0.89 -1.00
H3 1.39 -0.10 -2.14
H4 2.25 -0.95 1.23
H5 0.65 -1.75 1.34
H6 0.96 -0.17 2.15
H7 -1.46 2.43 -0.05
H8 -1.31 -1.38 0.12
H9 -3.25 0.41 -0.76
H10 -2.84 0.50 0.87

Now the Löwdin charges, all in e: -0.0324 -0.5581 -0.0299 0.0330 0.0296 -0.1018 -0.2462 -0.0393 0.0127 0.0740 0.1103 0.0974 0.0723 0.0969 0.0962 0.0897 0.1255 0.0830 0.0871

---

Stability summary - winner: c; margin: 0.0115 hartree.

---

a.
# C5H10N4

One molecule with the formula C5H10N4 (ωB97M-V with the def2-TZVPD basis set, OMol25).

Values from the calculation:
Structure (SMILES) ... [H]/N=C1/CN=CN(CC)N1
Charge ... 0
LUMO ... 0.67 eV

Element x y z (Å)
H1 2.56 -0.68 -1.76
N1 2.55 0.14 -1.08
C1 1.51 0.25 -0.41
C2 1.51 1.39 0.62
N2 0.17 1.83 1.09
C3 -0.75 0.94 0.97
N3 -0.82 -0.11 0.17
C4 -1.69 -1.26 0.39
C5 -2.20 -1.95 -0.92
N4 0.30 -0.43 -0.54
H2 1.95 2.27 0.37
H3 2.07 0.90 1.43
H4 -1.60 0.97 1.58
H5 -1.17 -1.86 1.10
H6 -2.50 -0.81 1.03
H7 -2.90 -2.77 -0.81
H8 -1.35 -2.49 -1.45
H9 -2.72 -1.12 -1.47
H10 0.07 -0.68 -1.45

Now the Löwdin charges, all in e: 0.0804 0.1221 -0.4300 -0.1402 0.0505 -0.2287 -0.1515 -0.1972 -0.0715 0.0930 0.0675 0.1210 0.1035 0.1045 0.1271 0.0591 0.0862 0.0909 0.1134

---

b.
# C5H10N4

C5H10N4 as an isolated structure (ωB97M-V with the def2-TZVPD basis set, OMol25).

Values from the calculation:
Charge ... 0
LUMO ... 0.09 eV

Element x y z (Å)
C1 -1.62 0.13 -0.89
C2 -0.41 -0.44 -0.20
N1 -0.84 0.58 2.06
N2 -0.43 -1.82 -0.04
N3 0.04 0.26 1.02
H1 -0.49 0.14 2.92
H2 -0.75 1.58 2.23
H3 -1.17 -2.31 -0.52
H4 0.04 -2.14 0.80
H5 -2.44 -0.58 -0.98
H6 -2.05 0.99 -0.36
H7 -1.38 0.48 -1.90
C3 1.27 -0.06 -0.91
C4 1.49 1.13 -1.49
C5 1.42 0.04 1.13
N4 2.30 -0.30 1.84
H8 1.77 -0.94 -1.30
H9 1.07 2.04 -1.08
H10 2.19 1.23 -2.32

Now the Löwdin charges, all in e: -0.0190 -0.4606 0.0849 0.1078 -0.1867 0.0900 0.0885 0.0919 0.1053 0.0774 0.0814 0.0798 -0.1217 0.0002 -0.3724 0.1433 0.0907 0.0634 0.0557

---

Stability summary - winner: a; margin: 0.0831 hartree.

---

a.
# C5H10N4

One molecule with the formula C5H10N4 (ωB97M-V with the def2-TZVPD basis set, OMol25).

Values from the calculation:
Charge ... 0
LUMO (spin up / spin down) ... 0.27 / 0.27 eV

Element x y z (Å)
C1 -2.28 1.70 0.09
C2 -1.99 -0.38 -0.49
C3 2.91 0.17 0.07
C4 -2.37 -1.65 0.23
C5 1.66 0.95 -0.21
N1 -2.91 0.64 -0.30
N2 -0.96 1.62 0.19
N3 -0.60 0.45 -0.06
N4 0.58 0.02 -0.18
H1 -2.69 2.71 0.29
H2 -2.01 -0.60 -1.60
H3 3.82 0.71 -0.03
H4 2.90 -0.40 0.97
H5 3.07 -0.67 -0.76
H6 -1.93 -1.69 1.16
H7 -3.50 -1.58 0.27
H8 -2.02 -2.58 -0.19
H9 1.42 1.70 0.58
H10 1.73 1.54 -1.06

Now the Löwdin charges, all in e: -0.2197 -0.2705 -0.1122 -0.0423 -0.2978 0.0477 0.0523 -0.1299 0.0496 0.1243 0.1601 0.0496 0.0494 0.1146 0.0405 0.1073 0.0728 0.1125 0.0916

---

b.
# C5H10N4

One molecule with the formula C5H10N4 (ωB97M-V with the def2-TZVPD basis set, OMol25).

Values from the calculation:
Structure (SMILES) ... NN1CCN=C1[C@H]1CN1
Charge ... 0
LUMO ... 0.84 eV

Element x y z (Å)
N1 1.18 1.99 0.01
N2 0.98 0.65 0.27
C1 2.00 -0.32 0.03
C2 1.22 -1.67 0.06
N3 -0.21 -1.27 0.10
C3 -0.23 0.01 0.03
C4 -1.50 0.71 -0.09
C5 -2.69 -0.13 -0.50
N4 -2.50 0.16 0.86
H1 1.72 2.10 -0.85
H2 1.72 2.36 0.75
H3 2.79 -0.32 0.76
H4 2.34 -0.19 -1.00
H5 1.36 -2.35 -0.81
H6 1.44 -2.13 1.03
H7 -1.51 1.79 -0.09
H8 -3.54 0.34 -0.99
H9 -2.45 -1.09 -0.92
H10 -2.09 -0.60 1.37

Now the Löwdin charges, all in e: 0.0761 -0.1739 -0.1493 -0.1622 0.0727 -0.3246 -0.1995 -0.1629 0.0229 0.0882 0.0782 0.1093 0.1128 0.1147 0.0993 0.1229 0.0982 0.0956 0.0815

---

c.
# C5H10N4

One molecule with the formula C5H10N4 (ωB97M-V with the def2-TZVPD basis set, OMol25).

Values from the calculation:
Structure (SMILES) ... [H]/N=C(/NN=C)N1CCC1
Charge ... 0
LUMO ... 0.89 eV

Element x y z (Å)
H1 1.85 -1.43 -1.36
N1 1.90 -1.36 -0.34
C1 0.87 -0.62 0.02
N2 0.88 -0.20 1.40
N3 0.04 0.75 1.80
C2 -0.09 0.99 3.01
N4 -0.08 -0.23 -0.85
C3 -1.22 0.63 -0.58
C4 -1.65 0.40 -2.08
C5 -0.40 -0.48 -2.21
H2 1.84 -0.19 1.69
H3 -0.77 1.73 3.28
H4 0.38 0.45 3.78
H5 -1.16 1.75 -0.36
H6 -1.90 0.18 0.14
H7 -1.68 1.29 -2.81
H8 -2.59 -0.15 -2.01
H9 0.44 -0.22 -2.90
H10 -0.69 -1.55 -2.46

Now the Löwdin charges, all in e: 0.0138 0.0879 -0.4140 0.0254 -0.0660 -0.0335 -0.0811 -0.1713 -0.1256 -0.1804 0.1279 0.0490 0.0607 0.1272 0.1015 0.1284 0.0954 0.1217 0.1331

---

Stability summary - winner: b; margin: 0.0238 hartree.